A 9-piece molecular cluster, C48H117N3O21 overall. Source: the OMol25 dataset; level of theory: the ωB97M-V functional and the def2-TZVPD basis.

```
! wB97M-V def2-TZVPD RIJCOSX def2/J DEFGRID3
* xyz 0 1
C 2.25507 -0.39610 -4.71148
O 2.22935 0.87882 -5.38162
C 1.27595 1.04153 -6.48811
C -0.10144 0.81337 -5.97991
O -0.46987 1.65348 -4.93775
C -1.47283 1.19767 -4.11159
C -0.98230 0.36405 -2.95362
O 0.04765 1.04851 -2.27570
C 0.66865 0.38490 -1.17855
H 2.42699 -1.22222 -5.40146
H 1.35736 -0.62516 -4.13724
H 3.10060 -0.50168 -4.03175
H 1.43569 0.34437 -7.31065
H 1.32663 2.03789 -6.92720
H -0.19053 -0.22228 -5.65190
H -0.87595 0.99091 -6.72604
H -2.34931 0.74150 -4.57179
H -1.77765 2.19743 -3.80230
H -0.59899 -0.57900 -3.34328
H -1.76931 0.05617 -2.26521
H 1.67150 0.78873 -1.03955
H 0.84403 -0.65574 -1.45133
H 0.13681 0.50980 -0.23534
C -0.68006 8.35961 5.10175
O -0.92094 7.00984 5.09646
C 0.26970 6.22621 5.26110
C -0.03026 4.68929 5.28527
O -0.74370 4.15728 6.46686
C -0.17259 4.46581 7.71092
C -0.66649 3.55716 8.88526
O -0.45648 2.16895 8.62797
C 0.75803 1.67652 9.11347
H -0.34344 8.64885 4.10620
H 0.08594 8.67701 5.80929
H -1.58900 8.93427 5.27972
H 0.65211 6.48412 6.24870
H 0.96822 6.48819 4.46642
H 0.94201 4.19857 5.24078
H -0.63081 4.36495 4.43542
H -0.42691 5.49281 7.97302
H 0.91636 4.51316 7.70414
H -1.70688 3.80708 9.09315
H -0.13413 3.82569 9.79772
H 1.67040 2.15177 8.75317
H 0.66294 0.64064 8.78787
H 0.84372 1.70414 10.19975
C 2.74936 -3.37275 -0.21595
O 3.64171 -4.19029 -0.93892
C 3.20227 -4.37073 -2.28820
C 4.06276 -5.33102 -3.13417
O 5.29988 -4.73267 -3.38287
C 5.98967 -5.24182 -4.45179
C 7.50842 -5.11713 -4.34799
O 7.99422 -5.95456 -3.29433
C 9.42854 -5.84503 -3.01292
H 1.81826 -3.90658 -0.02580
H 2.59393 -2.37730 -0.63192
H 3.16011 -3.18232 0.77558
H 3.09437 -3.41093 -2.79341
H 2.20804 -4.80989 -2.20596
H 3.52645 -5.38545 -4.08155
H 4.03484 -6.34456 -2.73410
H 5.57819 -4.64165 -5.26333
H 5.75580 -6.29681 -4.59466
H 7.89237 -4.10314 -4.23611
H 7.92254 -5.56811 -5.24978
H 9.65478 -4.80051 -2.79872
H 10.05519 -6.32978 -3.76154
H 9.62974 -6.39420 -2.09313
C -4.63100 3.91336 2.18429
O -5.30381 4.27904 0.95998
C -6.47749 3.57962 0.66935
C -6.12532 2.08691 0.25965
O -4.94249 1.99686 -0.59024
C -4.91006 2.82949 -1.72193
C -6.24303 2.88502 -2.59373
O -6.68894 1.54774 -2.83829
C -7.85850 1.52138 -3.55167
H -3.87616 4.64944 2.46086
H -4.11096 2.95616 2.14647
H -5.32712 3.86197 3.02147
H -7.03131 4.06999 -0.13122
H -7.11842 3.50376 1.54774
H -7.01041 1.65842 -0.21059
H -6.00810 1.47055 1.15097
H -4.07996 2.44210 -2.31267
H -4.75981 3.86428 -1.41413
H -5.99121 3.50605 -3.45338
H -6.96407 3.50869 -2.06529
H -7.93843 0.49684 -3.91500
H -7.98120 2.18943 -4.40416
H -8.68877 1.71904 -2.87367
C 4.82011 7.06911 -6.53726
O 4.01324 6.10187 -6.01847
C 4.57633 4.77702 -6.24649
C 3.75468 3.72261 -5.44824
O 2.87219 4.41224 -4.52745
C 1.87722 3.61950 -3.88894
C 1.01289 4.52123 -2.94342
O 1.02742 5.88862 -3.24565
C 0.07814 6.65940 -2.51068
H 4.35098 8.00491 -6.23350
H 4.71083 7.14784 -7.61891
H 5.85447 7.03759 -6.19488
H 5.60608 4.53973 -5.97929
H 4.62730 4.65287 -7.32820
H 4.41047 3.00974 -4.94839
H 3.09975 3.15599 -6.11014
H 2.34220 2.88591 -3.23036
H 1.24996 3.12102 -4.62796
H 1.47297 4.38594 -1.96457
H -0.01850 4.17366 -3.00264
H 0.12674 7.69585 -2.84460
H 0.20184 6.76346 -1.43273
H -0.95772 6.32175 -2.47760
C -0.12096 5.83084 1.24734
O 0.15743 4.87811 0.19719
C 0.14796 3.57119 0.76251
C -1.30102 3.09454 1.13346
O -1.18841 1.75376 1.57777
C -2.09649 0.76127 1.06344
C -1.71580 -0.61160 1.62893
O -1.22129 -1.44067 0.63141
C -0.93614 -2.71840 1.17240
H 0.03920 6.87317 0.97166
H 0.57188 5.67353 2.07398
H -1.15860 5.90771 1.57214
H 0.78813 3.43548 1.63420
H 0.60568 3.00145 -0.04619
H -1.99275 3.20371 0.29820
H -1.70701 3.74025 1.91213
H -1.94578 0.84142 -0.01311
H -3.10880 1.06554 1.32942
H -2.62375 -1.10412 1.97698
H -1.11978 -0.51094 2.53597
H -0.84261 -3.41895 0.34259
H -1.73497 -3.06659 1.82717
H -0.00189 -2.57719 1.71586
C -5.01269 -3.68095 -1.44939
C -5.42095 -2.17437 -1.38238
C -6.15937 -1.77328 -0.15432
O -5.36240 -1.65436 0.99524
C -6.12052 -1.30827 2.20254
N -4.23787 -1.39785 -1.40028
H -5.80555 -4.35949 -1.13467
H -4.23514 -3.88151 -0.71229
H -4.69375 -3.84951 -2.47795
H -6.07094 -2.07446 -2.25166
H -7.03456 -2.41659 -0.06313
H -6.63755 -0.81902 -0.37528
H -5.37834 -0.94669 2.91425
H -6.57043 -2.19291 2.65319
H -6.85046 -0.50186 2.13198
H -4.56045 -0.44930 -1.27260
H -3.60693 -1.49027 -0.61703
C 1.34232 -8.03809 -2.23787
C 1.40890 -7.50998 -0.79006
C 0.18937 -6.55648 -0.55798
O 0.31460 -5.82409 0.70066
C 0.01278 -6.52265 1.84070
N 1.30159 -8.75732 0.00486
H 2.21545 -8.64750 -2.47102
H 1.20935 -7.24242 -2.97089
H 0.46065 -8.67266 -2.14784
H 2.36745 -7.07572 -0.50595
H -0.72566 -7.11848 -0.74495
H 0.21474 -5.81766 -1.35898
H -0.48913 -5.87288 2.55761
H 0.87616 -6.78444 2.45236
H -0.74221 -7.30885 1.84178
H 2.21074 -9.01170 0.36380
H 0.83474 -8.70095 0.89872
C 1.55799 -2.95604 4.47891
C 2.79049 -3.64209 5.05894
C 2.71207 -4.15265 6.56391
O 4.04119 -4.51077 7.02779
C 4.02720 -5.57041 8.06688
N 3.02973 -4.80258 4.23600
H 1.71153 -2.74390 3.42084
H 1.37010 -1.99789 4.96339
H 0.62710 -3.48823 4.67473
H 3.56108 -2.88822 4.89785
H 1.93698 -4.91385 6.65285
H 2.36222 -3.26869 7.09712
H 5.00349 -5.62028 8.54903
H 3.82624 -6.57390 7.69172
H 3.26541 -5.39943 8.82749
H 2.31855 -5.49242 4.43208
H 3.82016 -5.31522 4.60003
*
```

For the energy relative to the best compared isomer or geometry (same formula, charge and spin), the calculation gives 42.6 kcal per mole. The value obtained for the total energy is -3642.72498 hartree. The molecular weight is 1072.46 g mol⁻¹. The highest occupied orbital energy is -8.28 eV.

=====

C48H119CrF12N11O21S4 as an isolated structure. Source: the OMol25 dataset; level of theory: the ωB97M-V functional and the def2-TZVPD basis.

```
! wB97M-V def2-TZVPD RIJCOSX def2/J DEFGRID3
* xyz 0 5
Cr -24.75794 5.08234 -12.11517
C -22.50392 2.32058 -9.69870
F -22.17696 1.25278 -8.88450
F -21.88805 3.36919 -9.26469
F -22.11816 1.85333 -10.89341
S -24.46652 2.61882 -9.78456
O -24.76356 1.22177 -9.38234
O -24.70813 3.66814 -8.78677
N -24.73928 3.19449 -11.43839
S -25.46171 1.94577 -12.10346
O -25.93532 2.24488 -13.41615
O -24.81154 0.65937 -11.96355
C -27.19193 1.80029 -11.03213
F -28.28118 1.93138 -11.83489
F -27.25125 0.54612 -10.49687
F -27.31586 2.70383 -10.10059
C -27.33790 4.96155 -15.38079
F -27.17217 3.63270 -15.17718
F -26.34823 5.48053 -16.17243
F -28.45185 5.27691 -15.98070
S -27.35225 5.83438 -13.59490
O -28.49347 6.78723 -13.59334
O -27.47011 4.75840 -12.58216
N -25.70826 6.42188 -13.39198
S -25.85362 7.93602 -13.80339
O -26.14979 8.19219 -15.21959
O -26.49437 8.85729 -12.81750
C -23.99503 8.46487 -13.68377
F -23.40841 8.08019 -12.54457
F -23.33215 7.99456 -14.71552
F -23.91018 9.89716 -13.80180
C -20.00403 -1.31509 -8.20760
O -19.68015 -1.73084 -6.87257
C -19.76671 -3.09917 -6.55465
C -18.80312 -3.34255 -5.43201
N -18.84887 -4.74924 -4.97314
C -17.56408 -5.08966 -4.33555
C -17.63671 -6.39346 -3.60242
O -16.81331 -7.33954 -4.09930
C -17.22912 -7.96689 -5.33634
H -19.53301 -2.01430 -8.89848
H -19.69265 -0.29254 -8.42103
H -21.03852 -1.14762 -8.50737
H -19.57468 -3.69903 -7.44425
H -20.76174 -3.50843 -6.38001
H -18.96522 -2.69933 -4.56709
H -17.81214 -3.06342 -5.78997
H -19.57398 -4.82427 -4.27408
H -17.30851 -4.30168 -3.62712
H -16.88970 -5.09403 -5.19187
H -18.64190 -6.81501 -3.60071
H -17.35196 -6.24253 -2.56116
H -18.21607 -8.42540 -5.27465
H -16.62018 -8.79218 -5.70538
H -17.12400 -7.20580 -6.10951
C -19.14190 1.88933 -10.04227
O -17.88759 1.76188 -10.56123
C -17.15844 0.58053 -10.25465
C -16.16505 1.07877 -9.16327
N -15.58941 -0.01477 -8.40649
C -16.30951 -0.73668 -7.39291
C -16.86237 0.12066 -6.20936
O -15.77326 0.72710 -5.51068
C -16.13476 1.69479 -4.48974
H -19.08151 2.17014 -8.99079
H -19.63202 0.91723 -10.09611
H -19.69563 2.73397 -10.45224
H -16.55411 0.31598 -11.12234
H -17.82178 -0.23196 -9.95812
H -16.64917 1.84000 -8.55150
H -15.36435 1.54713 -9.73563
H -14.75837 0.38602 -7.99559
H -15.64998 -1.57957 -7.18638
H -17.21989 -1.13941 -7.83688
H -17.44457 -0.59158 -5.62467
H -17.57149 0.86974 -6.56165
H -15.17348 2.11879 -4.19945
H -16.64206 1.20088 -3.66101
H -16.76260 2.52154 -4.82201
C -22.84342 4.46048 -5.94462
C -24.23502 4.50124 -5.19506
C -23.99464 4.34124 -3.67489
O -23.90266 2.97515 -3.23821
C -25.13628 2.39573 -3.03693
N -24.61761 5.86140 -5.53519
H -22.26229 5.36729 -5.77705
H -22.81800 4.28718 -7.02046
H -22.16653 3.66483 -5.63343
H -24.95086 3.75809 -5.54635
H -24.81077 4.78514 -3.10481
H -23.17421 4.99082 -3.36984
H -25.41440 2.42731 -1.98348
H -24.98912 1.33733 -3.25196
H -25.94712 2.73991 -3.67894
H -23.83523 6.37107 -5.15021
H -25.43558 5.99508 -4.95800
C -25.89192 7.44755 -8.47002
C -25.22693 6.97596 -9.82082
C -23.79714 6.54509 -9.46972
O -23.25897 5.99335 -10.71947
C -21.87443 5.98977 -10.70295
N -25.98778 5.84940 -10.41405
H -26.97606 7.52744 -8.39033
H -25.57273 8.46228 -8.23224
H -25.59806 6.76003 -7.67689
H -25.17566 7.69701 -10.63664
H -23.80979 5.88110 -8.60540
H -23.31826 7.51181 -9.31411
H -21.51309 5.53111 -9.78253
H -21.39657 6.94751 -10.90904
H -21.53755 5.29165 -11.46925
H -26.24965 5.30523 -9.60450
H -26.85018 6.23260 -10.77398
C -27.46752 -5.05350 -9.88259
C -28.44300 -3.99198 -9.36291
C -29.13241 -3.29052 -10.61869
O -30.20912 -2.49379 -10.02523
C -30.50617 -1.30272 -10.72048
N -29.49277 -4.74006 -8.67191
H -27.09416 -5.66553 -9.06155
H -26.63159 -4.48666 -10.29250
H -27.79152 -5.61012 -10.76196
H -27.90778 -3.36407 -8.65061
H -29.66959 -3.95510 -11.29535
H -28.50315 -2.79932 -11.36088
H -30.97947 -1.61740 -11.65058
H -29.57254 -0.82744 -11.02140
H -31.14972 -0.58597 -10.21039
H -29.40449 -4.54950 -7.68398
H -30.41620 -4.39299 -8.88852
C -31.79573 -2.46050 -14.77675
C -32.95816 -1.53520 -14.79931
C -32.75264 -0.01032 -14.51798
O -32.21446 0.21406 -13.27320
C -31.61174 1.50306 -13.04960
N -33.58723 -1.69587 -16.09794
H -32.07618 -3.51056 -14.85927
H -31.16243 -2.27645 -13.90890
H -31.17954 -2.33817 -15.66749
H -33.67288 -1.80421 -14.02156
H -33.65254 0.56403 -14.73799
H -32.20699 0.32545 -15.39981
H -32.33870 2.27598 -13.29904
H -30.64975 1.55974 -13.55897
H -31.41958 1.55864 -11.97810
H -34.57551 -1.50463 -16.01531
H -33.19947 -1.04206 -16.76297
C -25.57670 -3.51202 -6.41431
C -24.70838 -2.33798 -6.88023
C -25.54503 -1.04811 -7.03148
O -26.25600 -0.75978 -5.80092
C -26.73500 0.47108 -5.73242
N -23.66049 -2.06482 -5.95667
H -25.11773 -4.42726 -6.78820
H -26.55457 -3.56174 -6.89325
H -25.67369 -3.64396 -5.33669
H -24.19075 -2.68027 -7.77634
H -26.28912 -1.36102 -7.76395
H -24.89764 -0.24251 -7.37789
H -27.30560 0.59141 -4.81153
H -27.38243 0.67853 -6.58440
H -25.93879 1.21550 -5.73250
H -22.99914 -1.37434 -6.28219
H -24.08159 -1.70662 -5.11140
C -23.36638 3.64379 -15.65172
C -22.78299 3.59059 -14.20280
C -21.20845 3.34493 -14.36233
O -20.53354 3.33466 -13.09842
C -19.18746 3.46958 -13.17395
N -23.17935 4.86296 -13.55740
H -24.37172 4.06335 -15.68859
H -23.43915 2.63095 -16.04792
H -22.85902 4.21750 -16.42730
H -23.25111 2.85872 -13.54453
H -20.89567 4.10047 -15.08305
H -20.98503 2.39162 -14.84127
H -18.96615 4.43166 -13.63606
H -18.76801 2.63540 -13.73634
H -18.70668 3.39519 -12.19855
H -23.40641 5.36896 -14.40149
H -22.23276 5.18399 -13.41242
C -30.56938 6.78146 -10.19079
C -30.36683 5.26612 -10.29750
C -30.13540 4.68638 -8.88459
O -28.80195 5.09521 -8.41307
C -28.22907 4.15925 -7.54043
N -31.68757 4.87000 -10.89013
H -30.54088 7.26506 -11.16723
H -29.81957 7.28582 -9.58129
H -31.51739 7.02956 -9.71352
H -29.61638 5.01809 -11.04809
H -30.24935 3.61491 -9.04906
H -30.94502 4.94281 -8.20131
H -28.97064 3.72218 -6.87175
H -27.40615 4.65400 -7.02456
H -28.01122 3.20796 -8.02591
H -31.65753 5.33200 -11.78777
H -31.79440 3.86858 -10.96676
C -25.64146 0.07330 -16.44997
C -24.24613 -0.58043 -16.60715
O -24.17820 -1.38274 -17.80506
H -25.65397 0.82025 -15.65623
H -26.28068 -0.74736 -16.12438
H -26.02341 0.58863 -17.33126
H -24.02688 -1.08498 -15.66616
H -23.56649 0.26831 -16.53063
H -24.01888 -0.74585 -18.50548
C -23.04205 -1.77024 -10.28881
C -22.54540 -3.07251 -9.56676
O -23.59857 -4.00776 -9.69040
H -23.27797 -1.78016 -11.35292
H -22.36067 -0.94507 -10.08165
H -23.99975 -1.43756 -9.88855
H -22.25185 -3.03110 -8.51786
H -21.67891 -3.43989 -10.11660
H -23.19169 -4.87109 -9.79391
*
```

The value obtained for the total energy is -7917.70394 hartree. The molecular weight is 1594.78 g mol⁻¹. The highest occupied orbital energy (alpha / beta) is -8.69 / -8.69 eV.